An isolated molecule of C3H7NO, computed with wB97M-V/def2-TZVPD.

Results
Maximum force: 0.48 eV/A
Orbital gap: 0.33277 hartree
E_HOMO: -0.298 hartree
Relative energy (zero: lowest compared OMol25 entry of this formula, charge and spin): 424.3 kJ/mol
Spin multiplicity: 1

Cartesian coordinates (Å):
C -0.48 1.67 -0.40
O -0.20 0.67 0.60
C -0.14 -0.83 0.05
C 1.02 -1.23 0.76
N -0.94 -1.03 -0.89
H 0.38 1.77 -1.07
H -1.35 1.32 -0.96
H -0.68 2.60 0.12
H 0.86 0.40 0.76
H 1.57 -2.08 0.35
H 0.91 -1.25 1.84
H -0.95 -2.01 -1.17

=====

An isolated molecule of C5H6ClNS in a non-equilibrium geometry, computed with wB97M-V/def2-TZVPD.

Results
Maximum force: 4.66 eV/A
Orbital gap (alpha / beta): 0.28593 / 0.28095 hartree
E_HOMO (alpha / beta): -0.307 / -0.296 hartree
Relative energy (zero: lowest compared OMol25 entry of this formula, charge and spin): 424.7 kJ/mol
Spin multiplicity: 1

Cartesian coordinates (Å):
C 3.23 0.65 0.03
C -0.73 0.41 -0.74
C -0.83 -0.55 -1.83
C 0.53 0.72 0.20
C 0.64 0.08 1.54
N 4.11 0.18 0.59
S 1.87 1.33 -0.65
Cl -0.69 -2.21 -1.40
H -1.09 1.26 -1.19
H -1.48 -0.07 -0.01
H -0.78 -0.13 -2.85
H 1.04 -0.94 1.64
H -0.21 0.14 2.05
H 1.43 0.61 2.01

=====

A structure of composition C30H46Cl2N3OPW in a non-equilibrium geometry, computed with wB97M-V/def2-TZVPD.

Results
Maximum force: 3.10 eV/A
Orbital gap (alpha / beta): 0.22566 / 0.22286 hartree
E_HOMO (alpha / beta): -0.238 / -0.245 hartree
Relative energy (zero: lowest compared OMol25 entry of this formula, charge and spin): 10.3 kJ/mol
Spin multiplicity: 3

Cartesian coordinates (Å):
P -0.90 0.64 0.02
C -1.92 0.55 -1.63
C -3.08 1.53 -1.92
C -3.83 1.18 -3.21
C -2.91 0.99 -4.42
C -1.67 0.13 -4.11
C -0.97 0.58 -2.82
C -0.04 2.34 -0.15
C -0.84 3.47 -0.80
C -0.13 4.82 -0.65
C 1.31 4.79 -1.18
C 2.10 3.56 -0.70
C 1.31 2.25 -0.87
C -2.33 1.25 1.09
C -3.47 0.21 1.17
C -4.68 0.72 1.98
C -4.30 1.26 3.36
C -3.16 2.28 3.28
C -1.94 1.78 2.48
H -2.36 -0.46 -1.53
H -2.68 2.54 -2.05
H -3.81 1.59 -1.11
H -4.58 1.95 -3.42
H -4.40 0.26 -3.04
H -3.47 0.53 -5.24
H -2.57 1.97 -4.76
H -1.96 -0.92 -4.00
H -0.96 0.17 -4.94
H -0.09 -0.05 -2.64
H -0.61 1.61 -2.97
H 0.14 2.62 0.90
H -0.12 5.09 0.41
H -1.86 3.58 -0.39
H -0.94 3.27 -1.88
H -0.72 5.60 -1.16
H 1.83 5.70 -0.88
H 1.28 4.78 -2.28
H 3.06 3.49 -1.22
H 2.34 3.69 0.36
H 1.90 1.40 -0.49
H 1.15 2.07 -1.94
H -2.70 2.12 0.54
H -3.82 -0.11 0.18
H -3.09 -0.69 1.67
H -5.18 1.51 1.41
H -5.41 -0.08 2.08
H -3.99 0.42 4.00
H -5.18 1.71 3.84
H -2.85 2.56 4.28
H -3.54 3.20 2.81
H -1.22 2.60 2.41
H -1.45 0.98 3.05
W 1.00 -1.77 0.89
Cl 1.29 0.08 2.22
Cl -0.28 -2.39 -0.93
C 2.79 -2.36 0.14
H 3.15 -3.35 0.47
C 3.60 -1.81 -0.90
C 5.01 -2.03 -0.90
C 5.79 -1.45 -1.90
C 5.18 -0.70 -2.93
C 3.79 -0.52 -2.95
C 3.01 -1.06 -1.94
H 5.44 -2.65 -0.11
H 6.87 -1.59 -1.89
H 3.32 0.04 -3.76
H 1.92 -0.96 -1.96
H 5.81 -0.27 -3.72
C 0.52 -6.79 2.69
N 1.30 -5.57 2.85
C 2.26 -5.48 3.80
C 2.99 -4.32 3.92
C 2.74 -3.28 3.01
N 1.65 -3.28 2.17
C 0.97 -4.54 1.99
O 0.13 -4.72 1.11
N 3.60 -2.22 2.99
H 0.86 -7.48 3.46
H 0.67 -7.22 1.69
H -0.55 -6.58 2.81
H 2.39 -6.37 4.40
H 3.83 -4.22 4.60
H 4.33 -2.28 3.69
H 3.96 -1.88 2.09

=====

An isolated molecule of C4H8O2, computed with wB97M-V/def2-TZVPD.

Results
Maximum force: 0.47 eV/A
Orbital gap: 0.38469 hartree
E_HOMO: -0.354 hartree
Relative energy (zero: lowest compared OMol25 entry of this formula, charge and spin): 121.6 kJ/mol
Spin multiplicity: 1

Cartesian coordinates (Å):
C 0.76 -0.42 1.56
C 0.02 -0.46 0.21
O -1.38 -0.30 0.42
C 0.40 0.67 -0.74
C -0.66 0.72 -1.82
O -0.62 0.03 -2.81
H -0.01 -0.26 2.32
H 1.30 -1.35 1.79
H 1.47 0.41 1.62
H 0.20 -1.41 -0.31
H -1.75 -1.13 0.77
H 1.38 0.49 -1.19
H 0.42 1.62 -0.19
H -1.52 1.39 -1.62

=====

An isolated molecule of C4H4N4 in a non-equilibrium geometry, computed with wB97M-V/def2-TZVPD.

Results
Maximum force: 2.88 eV/A
Orbital gap: 0.34203 hartree
E_HOMO: -0.309 hartree
Relative energy (zero: lowest compared OMol25 entry of this formula, charge and spin): 170.0 kJ/mol
Spin multiplicity: 1

Cartesian coordinates (Å):
C 2.06 -0.12 0.09
C 1.40 1.15 -0.11
C 0.05 0.71 -0.12
N -1.31 1.06 0.06
N -2.11 -0.06 0.06
C -1.26 -1.08 -0.05
N 0.02 -0.61 -0.04
N 1.24 -1.20 0.01
H 3.09 -0.32 0.22
H 1.78 2.16 0.17
H -1.68 2.05 0.09
H -1.56 -2.20 0.01

=====

A cluster of 2 separate species, C6H18N2 in total in a non-equilibrium geometry, computed with wB97M-V/def2-TZVPD.

Results
Maximum force: 1.69 eV/A
Orbital gap: 0.34876 hartree
E_HOMO: -0.311 hartree
Relative energy (zero: lowest compared OMol25 entry of this formula, charge and spin): 111.6 kJ/mol
Spin multiplicity: 1

Cartesian coordinates (Å):
C -0.19 0.70 -2.04
N -1.56 0.38 -2.37
C -2.30 0.71 -1.14
C -1.81 1.12 -3.56
H -0.09 1.80 -1.95
H 0.45 0.37 -2.88
H 0.18 0.24 -1.11
H -2.00 -0.01 -0.36
H -3.39 0.61 -1.31
H -2.09 1.73 -0.79
H -1.55 2.19 -3.44
H -2.88 1.05 -3.83
H -1.20 0.71 -4.38
C 0.09 -0.38 2.32
N 1.56 -0.44 2.14
C 2.13 -0.92 3.37
C 2.09 -1.25 1.03
H -0.25 0.31 1.53
H -0.19 0.04 3.30
H -0.44 -1.34 2.19
H 3.22 -1.05 3.27
H 1.68 -1.92 3.54
H 1.93 -0.29 4.25
H 3.17 -1.12 0.91
H 1.59 -0.92 0.11
H 1.87 -2.32 1.19

=====

An isolated molecule of C6H10O in a non-equilibrium geometry, computed with wB97M-V/def2-TZVPD.

Results
Maximum force: 2.39 eV/A
Orbital gap: 0.35388 hartree
E_HOMO: -0.321 hartree
Relative energy (zero: lowest compared OMol25 entry of this formula, charge and spin): 117.2 kJ/mol
Spin multiplicity: 1

Cartesian coordinates (Å):
C 2.22 0.05 0.18
C 0.74 -0.11 0.08
C 0.07 -1.19 0.47
C -1.42 -0.97 0.42
C -1.50 0.13 -0.66
C -0.17 0.91 -0.52
O -0.25 2.08 0.26
H 2.41 0.96 0.75
H 2.70 0.17 -0.80
H 2.69 -0.79 0.72
H 0.65 -1.99 0.04
H -1.81 -0.60 1.38
H -2.00 -1.87 0.20
H -1.54 -0.38 -1.64
H -2.36 0.80 -0.60
H 0.22 1.21 -1.51
H -0.54 1.77 1.13

=====

An isolated molecule of H4OSi, computed with wB97M-V/def2-TZVPD.

Results
Maximum force: 0.11 eV/A
Orbital gap: 0.43599 hartree
E_HOMO: -0.408 hartree
Spin multiplicity: 1

Cartesian coordinates (Å):
O 1.15 -0.39 0.43
Si -0.40 0.01 0.00
H 1.86 0.03 -0.06
H -0.66 1.45 0.19
H -1.28 -0.78 0.87
H -0.67 -0.32 -1.42

=====

A cluster of 18 separate species, H37O18 in total in a non-equilibrium geometry, computed with wB97M-V/def2-TZVPD.

Results
Total charge: +1
Maximum force: 5.52 eV/A
Orbital gap: 0.35927 hartree
E_HOMO: -0.473 hartree
Relative energy (zero: lowest compared OMol25 entry of this formula, charge and spin): 760.2 kJ/mol
Spin multiplicity: 1

Cartesian coordinates (Å):
O -1.88 -0.37 -5.64
H 2.97 0.27 -0.39
H -2.56 -1.03 -5.27
O -2.35 1.14 3.59
H 1.59 -3.11 1.02
O -4.12 -1.92 1.14
H -4.35 -1.27 1.90
H -1.13 2.96 1.78
O 1.03 -5.00 2.42
H -1.77 0.40 3.72
H 1.56 -4.15 2.39
O 2.20 -2.51 2.79
H 1.95 -1.90 3.43
H 3.16 -2.23 2.73
O 1.58 -3.11 -0.03
H 0.59 -3.17 0.03
H -0.93 1.39 1.27
O -0.57 -1.23 4.25
H -1.65 2.67 -3.06
H 0.03 2.09 -6.15
O -1.25 0.50 -2.65
H -1.70 0.60 -3.54
H -1.12 -0.48 -2.77
O 4.00 -0.90 1.03
H 4.44 -0.12 1.54
H -1.46 1.76 2.75
O -0.67 2.18 2.06
H -0.43 -2.18 4.22
H 1.52 -5.95 2.37
O 0.83 1.61 0.13
H 0.76 0.71 0.15
H 0.40 1.89 -0.63
O 5.56 3.35 0.23
H 5.18 2.57 -0.31
H 4.76 3.38 0.80
O 2.87 -0.20 -1.26
H 4.77 -1.23 0.55
H 2.63 -1.04 -0.86
O -1.94 0.17 -0.06
H -2.11 0.57 -1.00
H -1.02 -0.24 -0.13
O -1.56 -3.25 -0.39
H -1.79 -4.16 -0.18
H -2.47 -3.05 -0.03
O -2.05 4.23 0.09
H -1.06 -0.72 -5.36
H -2.83 4.63 -0.32
O -0.98 2.97 -2.42
H -3.85 -2.79 1.47
H -0.08 3.15 -2.83
O -0.45 2.75 -5.62
H -2.54 1.49 4.50
H -1.11 2.20 -5.33
H -1.12 -1.20 4.96
H -1.28 4.03 -0.69

=====

An isolated molecule of C14H18N2O3S in a non-equilibrium geometry, computed with wB97M-V/def2-TZVPD.

Results
Maximum force: 1.11 eV/A
Orbital gap: 0.30641 hartree
E_HOMO: -0.287 hartree
Relative energy (zero: lowest compared OMol25 entry of this formula, charge and spin): 239.7 kJ/mol
Spin multiplicity: 1

Cartesian coordinates (Å):
C -5.19 -0.55 -0.89
O -3.96 -1.16 -0.58
C -2.95 -0.36 -0.13
C -3.03 1.00 0.08
C -1.94 1.72 0.53
C -0.74 1.09 0.78
C 0.48 1.86 1.20
C 1.09 2.62 -0.01
C 0.90 1.85 -1.28
O 0.15 2.19 -2.17
N 1.59 0.66 -1.44
C 2.56 0.09 -0.67
N 3.15 0.59 0.32
C 4.12 -0.25 0.95
C 4.33 -1.56 0.14
S 3.04 -1.58 -1.15
C -0.65 -0.29 0.59
C -1.73 -1.02 0.13
O -1.72 -2.36 -0.10
C -0.52 -3.07 0.11
H -5.08 0.20 -1.68
H -5.65 -0.09 -0.01
H -5.83 -1.36 -1.25
H -3.96 1.53 -0.12
H -2.03 2.79 0.67
H 0.23 2.59 1.97
H 1.23 1.19 1.61
H 2.16 2.77 0.17
H 0.59 3.58 -0.14
H 1.33 0.15 -2.27
H 3.77 -0.48 1.96
H 5.06 0.30 1.04
H 5.30 -1.59 -0.36
H 4.21 -2.45 0.75
H 0.29 -0.78 0.80
H -0.20 -3.02 1.16
H 0.29 -2.70 -0.53
H -0.74 -4.10 -0.15

=====

An isolated molecule of C16H17ClN2OS in a non-equilibrium geometry, computed with wB97M-V/def2-TZVPD.

Results
Maximum force: 1.05 eV/A
Orbital gap: 0.34496 hartree
E_HOMO: -0.328 hartree
Relative energy (zero: lowest compared OMol25 entry of this formula, charge and spin): 0.0 kJ/mol
Spin multiplicity: 1

Cartesian coordinates (Å):
O 1.67 3.07 -1.54
C 1.33 2.08 -0.91
C 0.17 1.28 -1.40
C -0.74 1.84 -2.25
S -1.92 0.70 -2.73
C -1.09 -0.49 -1.74
C -1.62 -1.87 -1.59
C -2.80 -1.83 -0.65
C -4.10 -1.73 -1.14
C -5.18 -1.65 -0.28
C -4.96 -1.66 1.09
Cl -6.30 -1.57 2.17
C -3.67 -1.75 1.59
C -2.60 -1.83 0.72
N -0.06 -0.03 -1.13
N 1.96 1.70 0.23
C 1.67 0.57 1.07
C 2.82 -0.43 1.01
C 4.12 0.25 1.43
C 4.36 1.48 0.56
C 3.15 2.42 0.63
H -0.75 2.85 -2.61
H -0.83 -2.50 -1.19
H -1.93 -2.25 -2.57
H -4.27 -1.72 -2.21
H -6.18 -1.58 -0.67
H -3.51 -1.75 2.66
H -1.59 -1.89 1.11
H 0.74 0.10 0.75
H 1.55 0.93 2.10
H 2.61 -1.28 1.67
H 2.91 -0.80 -0.01
H 4.96 -0.44 1.33
H 4.05 0.55 2.48
H 5.25 2.02 0.89
H 4.51 1.18 -0.48
H 3.27 3.27 -0.04
H 3.02 2.78 1.66

=====

A cluster of 14 separate species, C60H87BF5NO24S3 in total in a non-equilibrium geometry, computed with wB97M-V/def2-TZVPD.

Results
Maximum force: 2.21 eV/A
Orbital gap: 0.32651 hartree
E_HOMO: -0.328 hartree
Relative energy (zero: lowest compared OMol25 entry of this formula, charge and spin): 0.0 kJ/mol
Spin multiplicity: 1

Cartesian coordinates (Å):
C -2.72 2.03 0.06
C -2.11 0.96 0.95
N -0.60 0.81 0.86
C -0.03 2.17 1.16
C 0.02 -0.15 1.84
C -0.26 -1.60 1.54
C -0.22 0.46 -0.56
C 1.24 0.26 -0.82
O 1.81 1.57 -0.78
C 3.19 1.57 -1.02
H -2.63 3.04 0.47
H -3.76 1.69 0.01
H -2.43 2.10 -0.99
H -2.49 0.01 0.59
H -2.33 1.14 2.00
H 1.03 2.23 1.01
H -0.41 2.35 2.17
H -0.54 2.91 0.56
H -0.45 0.09 2.80
H 1.05 0.14 2.04
H 0.08 -2.15 2.42
H 0.18 -1.99 0.63
H -1.32 -1.88 1.54
H -0.59 1.27 -1.18
H -0.81 -0.43 -0.78
H 1.40 -0.22 -1.79
H 1.75 -0.35 -0.06
H 3.80 1.86 -0.18
H 3.35 2.33 -1.80
H 3.60 0.69 -1.53
O 3.25 -2.19 -5.58
C 2.21 -2.23 -4.99
O 1.19 -1.37 -5.06
B 0.08 -1.90 -4.19
O 0.59 -3.15 -3.64
C 1.85 -3.34 -4.00
O 2.60 -4.15 -3.55
O -0.43 -0.99 -3.15
C -1.63 -0.53 -3.46
O -2.28 0.25 -2.83
C -2.05 -1.23 -4.78
O -1.14 -2.17 -4.99
O -3.02 -1.01 -5.42
F 2.26 4.40 1.05
C 2.16 4.59 2.38
C 1.79 5.84 2.85
C 1.89 6.08 4.21
C 2.36 5.12 5.09
C 2.72 3.87 4.59
C 2.69 3.63 3.22
H 1.50 6.52 2.06
H 1.54 7.01 4.65
H 2.48 5.30 6.15
H 3.13 3.09 5.22
H 3.03 2.68 2.81
F 3.79 0.28 1.61
C 5.01 0.45 2.19
C 6.05 0.90 1.38
C 7.26 1.17 1.98
C 7.41 1.03 3.36
C 6.32 0.68 4.15
C 5.08 0.42 3.57
H 5.81 0.97 0.32
H 8.12 1.53 1.42
H 8.32 1.29 3.87
H 6.47 0.75 5.22
H 4.31 0.14 4.28
F -1.29 6.52 1.64
C -2.43 5.82 1.55
C -3.18 5.86 0.39
C -4.38 5.15 0.30
C -4.85 4.47 1.41
C -4.09 4.41 2.58
C -2.86 5.04 2.61
H -2.81 6.35 -0.50
H -4.92 5.18 -0.64
H -5.77 3.91 1.38
H -4.34 3.67 3.33
H -2.30 5.04 3.54
F -5.85 -0.08 0.52
C -6.12 -0.89 -0.52
C -5.28 -0.86 -1.62
C -5.50 -1.74 -2.66
C -6.62 -2.56 -2.64
C -7.49 -2.55 -1.56
C -7.20 -1.73 -0.48
H -4.49 -0.12 -1.64
H -4.82 -1.92 -3.48
H -6.82 -3.25 -3.45
H -8.39 -3.14 -1.58
H -7.77 -1.82 0.44
F -1.87 5.01 -2.20
C -0.90 4.20 -2.67
C -1.27 3.18 -3.51
C -0.27 2.41 -4.12
C 1.06 2.73 -3.94
C 1.39 3.74 -3.03
C 0.42 4.44 -2.33
H -2.30 2.92 -3.70
H -0.56 1.68 -4.87
H 1.90 2.27 -4.44
H 2.43 4.02 -2.92
H 0.65 5.17 -1.57
C 4.14 -2.33 -0.91
S 5.59 -2.50 0.15
O 5.36 -3.72 0.97
C 6.71 -2.89 -1.22
H 3.86 -3.33 -1.25
H 4.41 -1.69 -1.75
H 3.31 -1.89 -0.37
H 7.71 -3.06 -0.83
H 6.74 -2.02 -1.87
H 6.38 -3.78 -1.75
C -4.00 -1.36 5.74
S -2.91 -1.58 4.32
O -3.02 -0.40 3.44
C -1.38 -1.39 5.31
H -4.97 -0.93 5.53
H -3.52 -0.78 6.53
H -4.15 -2.33 6.23
H -0.51 -1.65 4.71
H -1.47 -2.13 6.11
H -1.36 -0.36 5.67
C 3.02 -2.98 2.99
S 2.65 -2.19 4.56
O 1.73 -1.04 4.29
C 1.67 -3.51 5.29
H 3.74 -2.44 2.38
H 2.13 -3.25 2.42
H 3.60 -3.87 3.24
H 2.13 -4.50 5.34
H 0.71 -3.66 4.79
H 1.38 -3.20 6.29
C -4.05 -3.22 0.91
O -4.19 -3.93 -0.29
C -3.14 -4.04 -1.09
O -2.06 -3.55 -0.89
O -3.51 -4.79 -2.12
C -2.60 -4.93 -3.20
H -3.21 -3.58 1.51
H -4.99 -3.30 1.46
H -3.88 -2.15 0.74
H -3.03 -5.70 -3.84
H -1.64 -5.26 -2.82
H -2.53 -4.07 -3.86
C 1.18 -4.65 -0.75
O 1.04 -4.93 0.64
C 1.43 -6.13 1.06
O 2.03 -6.96 0.43
O 0.97 -6.28 2.31
C 1.24 -7.51 2.94
H 2.05 -5.14 -1.21
H 1.28 -3.60 -1.00
H 0.34 -5.13 -1.26
H 2.29 -7.56 3.28
H 1.22 -8.38 2.28
H 0.58 -7.62 3.79
C -4.98 2.65 -3.68
O -6.07 1.76 -3.49
C -6.77 1.93 -2.39
O -6.46 2.56 -1.41
O -7.95 1.37 -2.57
C -8.84 1.19 -1.49
H -4.15 2.29 -3.06
H -5.20 3.65 -3.30
H -4.67 2.67 -4.72
H -8.32 0.98 -0.56
H -9.53 0.38 -1.72
H -9.45 2.08 -1.29
C 7.88 2.97 -3.19
O 6.77 2.82 -4.05
C 6.07 1.71 -3.95
O 6.27 0.75 -3.27
O 5.03 1.83 -4.78
C 4.31 0.63 -5.06
H 7.83 2.26 -2.36
H 7.89 3.97 -2.78
H 8.81 2.68 -3.68
H 4.98 -0.21 -5.19
H 3.74 0.74 -5.97
H 3.67 0.36 -4.22

=====

> Look up the maximum force of the second one.

4.66 eV/A